The following is a quantum chemistry calculation of 2 unconnected molecules or ions with the total composition C3H7N2P at a distorted geometry, from OMol25.

Last column: natural (NBO) charge in e.
CARTESIAN COORDINATES (ANGSTROEM)
C  -1.479  0.503  -0.053  -0.2752
C  -0.999  -0.701  0.391  -0.0442
C  -0.708  0.888  -1.139  -0.2808
N  0.167  -0.239  -1.326  -0.3958
N  0.040  -1.147  -0.323  -0.2358
P  1.811  -1.554  1.476  0.0888
H  -2.243  1.168  0.324  0.2258
H  -1.289  -1.241  1.279  0.2223
H  -1.363  0.934  -2.060  0.2131
H  -0.025  1.858  -1.127  0.2045
H  0.620  -0.319  -2.214  0.3967
H  1.829  -0.196  1.954  -0.0487
H  2.883  -1.401  0.744  -0.0706

Values from the calculation:
Multiplicity ... 1
Gap between HOMO and LUMO (alpha / beta) ... 7.20 / 7.20 eV
Relative energy (zero: lowest compared OMol25 entry of this formula, charge and spin) ... 231.00 kJ/mol

The following is a quantum chemistry calculation of a molecular structure, C27H33CdFO12P, from OMol25.

Last column: Löwdin charge in e.
CARTESIAN COORDINATES (ANGSTROEM)
Cd  -1.413  -2.284  -0.144  1.5013
F  -1.036  -0.320  0.223  -0.5271
C  -1.691  3.603  -2.682  0.0111
C  -1.845  3.870  -4.032  0.0094
C  -1.791  2.835  -4.961  -0.3263
C  -1.541  1.540  -4.534  -0.0252
C  -1.406  1.270  -3.172  -0.0360
C  -1.477  2.302  -2.245  -0.3097
O  -1.335  2.080  -0.905  0.0106
O  -2.020  3.157  -6.269  0.0524
H  -1.813  4.369  -1.925  0.1280
H  -1.981  4.887  -4.375  0.1262
H  -1.410  0.727  -5.240  0.0998
H  -1.151  0.270  -2.827  0.0775
H  -1.209  1.131  -0.757  0.0383
H  -1.670  2.479  -6.854  0.1041
C  0.431  2.333  4.450  -0.0012
C  0.282  1.668  3.246  -0.0087
C  1.351  1.573  2.357  -0.3213
C  2.577  2.129  2.672  -0.0146
C  2.736  2.723  3.922  -0.0214
C  1.667  2.869  4.795  -0.3302
O  1.764  3.551  5.971  0.0534
O  1.191  1.003  1.120  -0.0110
H  -0.421  2.542  5.085  0.1236
H  -0.682  1.251  2.978  0.0952
H  3.397  2.133  1.968  0.1155
H  3.687  3.192  4.163  0.1162
H  2.675  3.828  6.106  0.1040
H  0.296  0.681  0.940  0.0329
C  2.234  -2.106  0.856  -0.0083
C  3.590  -2.325  0.645  0.0192
C  4.096  -3.616  0.737  -0.3090
C  3.262  -4.690  1.052  0.0000
C  1.913  -4.462  1.248  -0.0109
C  1.429  -3.173  1.146  -0.3029
O  0.023  -2.968  1.344  -0.1179
O  5.432  -3.799  0.512  0.0656
H  1.845  -1.090  0.848  0.1047
H  4.253  -1.476  0.550  0.1330
H  3.674  -5.688  1.119  0.1270
H  1.243  -5.289  1.444  0.1277
H  -0.137  -2.794  2.278  0.1253
H  5.582  -4.674  0.140  0.1114
C  -3.255  1.380  2.153  -0.0509
C  -3.860  0.653  3.170  -0.0365
C  -4.617  1.303  4.132  -0.3363
C  -4.813  2.664  4.044  -0.0055
C  -4.229  3.398  3.022  0.0050
C  -3.425  2.759  2.082  -0.3248
O  -2.800  3.519  1.145  0.0504
O  -5.240  0.620  5.157  0.0300
H  -2.655  0.897  1.389  0.0758
H  -3.721  -0.421  3.241  0.1037
H  -5.442  3.176  4.761  0.1236
H  -4.362  4.467  2.922  0.1229
H  -2.308  2.958  0.527  0.0611
H  -4.650  -0.051  5.512  0.0983
C  2.647  -4.588  -2.804  -0.0242
O  1.511  -3.936  -2.172  -0.1963
P  0.796  -2.727  -2.819  0.3201
O  -0.211  -2.155  -1.885  -0.3509
O  0.213  -3.289  -4.146  -0.1810
C  -0.623  -2.448  -4.984  -0.0318
O  1.877  -1.685  -3.244  -0.1697
C  2.055  -0.419  -2.562  -0.0236
H  3.553  -4.222  -2.327  0.0903
H  2.686  -4.354  -3.864  0.0939
H  2.526  -5.652  -2.642  0.0991
H  -0.918  -1.539  -4.462  0.0631
H  -1.517  -3.021  -5.217  0.1009
H  -0.087  -2.242  -5.904  0.1032
H  2.696  -0.547  -1.695  0.0843
H  1.103  -0.006  -2.226  0.0701
H  2.469  0.266  -3.294  0.1042

Values from the calculation:
Multiplicity ... 1
Gap between HOMO and LUMO ... 3.77 eV
Relative energy (zero: lowest compared OMol25 entry of this formula, charge and spin) ... 0.00 kJ/mol
Charge ... +1

| no. | E_tot (Eh) |
| --- | --- |
| 1 | -569.2035 |
| 2 | -2560.3598 |